98
Properties=species:S:1:pos:R:3:forces:R:3 method="wB97M-V/def2-TZVPD" lumo_energy_ev="-6.293 / -6.292" largest_force_ev_per_a=3.904 energy_ev=-120092.095 total_charge=+2 s_squared=3.75 multiplicity=4
V -0.84104 3.00229 -3.21057 1.420 -1.571 -3.249
O -0.76650 0.88704 -3.61035 -0.491 0.334 0.962
H -1.15109 0.69877 -4.47262 0.054 0.647 -0.362
C 1.56046 -0.06676 -6.76899 -0.369 1.078 0.318
C 2.47082 -0.64051 -5.73953 -0.358 -0.554 -1.707
O 3.41705 -1.28954 -6.01563 0.592 -0.131 1.011
N 1.99821 -0.55808 -4.30784 -0.914 0.357 -0.520
H 2.66973 0.01249 -3.76519 0.412 0.052 0.342
H 1.13324 0.01790 -4.23276 0.152 -0.120 -0.118
C 1.72226 -1.91566 -3.73417 0.422 1.102 0.265
H 0.69838 -0.72540 -6.89616 -0.105 0.043 0.123
H 2.03421 0.05107 -7.73831 0.327 -0.313 0.105
H 1.23002 0.93404 -6.47850 -0.286 -0.096 0.079
H 0.90127 -2.37304 -4.27923 0.147 -0.105 -0.091
H 1.43041 -1.67785 -2.71275 0.085 -0.582 0.124
H 2.65701 -2.46341 -3.80532 -0.220 -0.307 0.141
C -3.46945 -0.42211 -5.03282 0.314 1.389 0.837
C -3.58269 -1.23995 -3.79037 -1.369 -0.044 -1.725
O -4.43502 -2.05209 -3.65624 0.512 -0.174 1.286
N -2.51694 -1.03409 -2.72827 -0.707 0.267 -0.014
H -2.06372 -1.94957 -2.73819 0.289 0.156 0.426
H -1.83120 -0.27533 -3.02312 0.346 0.195 -0.070
C -3.08084 -0.75393 -1.33127 0.954 -1.467 -0.994
H -3.39036 0.63414 -4.74016 0.382 0.016 -0.143
H -4.38501 -0.42410 -5.61531 0.122 -0.695 -0.155
H -2.56905 -0.69421 -5.58347 -0.121 0.013 -0.277
H -3.57178 -1.70070 -1.12021 -0.453 0.385 0.569
H -3.73398 0.10932 -1.30451 -0.007 -0.010 -0.222
H -2.18807 -0.65232 -0.71916 -0.224 0.226 0.285
C -3.92106 0.26792 4.01114 -0.214 -0.107 -0.020
C -3.38223 -1.11410 3.78765 -0.525 -1.455 -0.930
C -1.99900 -1.38824 4.40387 -1.100 0.059 0.793
C -0.84870 -1.03657 3.48265 -0.046 0.188 -0.581
P 0.72171 -0.83746 4.35940 0.806 -0.791 0.116
C 1.18008 -2.50769 4.96763 -0.098 -0.690 0.167
C 1.25122 -3.67931 3.92389 -0.353 1.369 0.237
C 1.87894 -4.94940 4.47880 0.014 -0.833 -0.405
C 1.09061 -6.23394 4.12361 -0.195 0.757 -0.003
C 2.15685 -0.23562 3.39569 -0.376 1.057 -1.573
C 1.82598 0.52217 2.07778 -0.551 0.289 -1.221
C 1.24020 -0.32276 0.92265 -0.628 -1.039 0.312
C 1.03468 0.38343 -0.39695 0.860 1.692 -0.401
C 0.41432 0.33082 5.72200 0.995 -0.417 -0.457
C -0.15072 1.70254 5.29286 0.545 -0.292 -0.541
C 0.89325 2.83550 5.23726 -0.973 1.143 1.317
C 0.24365 4.20204 4.94819 0.134 0.088 -1.105
H -4.06370 0.43735 5.07917 0.248 0.310 -0.031
H -4.91344 0.34106 3.56586 0.099 0.242 -0.141
H -3.24265 0.99085 3.55234 -0.214 0.338 0.254
H -3.44216 -1.38750 2.72171 0.759 0.479 -0.193
H -4.11921 -1.87144 4.07947 0.203 0.187 0.935
H -1.99722 -2.41267 4.78011 0.446 -0.099 -0.271
H -1.96752 -0.76983 5.30514 0.091 0.021 0.016
H -1.08920 -0.08991 2.98864 0.147 0.040 0.008
H -0.76991 -1.77739 2.68566 0.236 -0.051 0.095
H 0.43024 -2.80462 5.70605 0.033 0.213 0.183
H 2.14491 -2.50718 5.47914 -0.018 0.535 0.104
H 1.83975 -3.29280 3.08909 -0.292 -0.293 -0.380
H 0.21901 -3.89761 3.64271 0.099 0.085 -0.453
H 2.00452 -4.85791 5.55862 0.103 -0.193 -0.006
H 2.84997 -5.13953 4.02092 0.253 0.575 0.280
H 0.64691 -6.18362 3.12593 0.209 0.179 -0.103
H 0.24349 -6.35783 4.79804 0.182 -0.412 0.153
H 1.78692 -7.06764 4.10352 -0.325 -0.272 0.387
H 2.86291 -1.01408 3.10994 -0.139 -0.341 0.474
H 2.66987 0.51306 3.99986 0.079 -0.331 0.395
H 2.71197 0.94641 1.59583 0.472 -0.130 0.656
H 1.22709 1.42407 2.23967 -0.310 -0.192 0.284
H 0.26703 -0.77726 1.13627 0.164 -0.004 0.539
H 1.92822 -1.16353 0.78568 -0.046 -0.064 -0.110
H 1.98975 0.69699 -0.83242 -0.023 -0.228 -0.079
H 0.53095 1.35100 -0.26400 -0.190 -0.095 0.239
H 0.47414 -0.11157 -1.19129 0.001 -0.516 0.294
H 1.39480 0.52906 6.16415 -0.010 -0.361 0.245
H -0.15351 -0.29443 6.41167 -0.255 0.544 0.291
H -0.91779 1.96559 6.01836 -0.136 0.219 -0.204
H -0.59014 1.61700 4.29612 -0.423 0.104 0.123
H 1.78674 2.76716 4.61706 -0.225 -0.739 -0.294
H 1.25503 3.00405 6.25649 0.320 -0.493 0.035
H 1.06579 4.91299 4.86081 -0.217 0.294 0.400
H -0.51002 4.53219 5.66084 0.310 -0.117 0.371
H -0.26201 4.29047 3.97976 0.053 -0.452 -0.104
C 3.13669 3.88388 -1.70742 -0.900 -0.625 -1.392
F 2.99062 3.10788 -0.63726 0.116 -0.089 0.366
F 2.22999 4.85833 -1.64577 -0.159 0.157 0.110
F 4.32568 4.40703 -1.75475 0.477 -0.078 0.051
S 2.75193 2.82959 -3.27971 0.680 0.363 0.357
O 3.17389 1.47084 -2.91672 -0.506 0.487 -0.063
O 1.25691 2.92654 -3.36792 -0.203 0.161 0.410
O 3.46311 3.43077 -4.36791 -0.725 -0.202 0.541
C -0.90362 2.80145 -8.01754 -0.709 0.691 -0.267
F -1.23248 1.52082 -8.22808 0.383 -0.036 0.235
F 0.37450 2.89361 -7.65255 0.140 -0.247 -0.077
F -1.09073 3.47214 -9.14640 0.208 -0.255 0.153
S -2.00359 3.54750 -6.72102 -3.728 0.976 -0.626
O -3.28993 2.85418 -6.78641 1.260 0.001 -0.349
O -1.34705 3.11051 -5.46896 1.562 0.157 2.492
O -2.10356 4.96623 -7.01562 1.219 -1.553 0.735

---

95
Properties=species:S:1:pos:R:3:forces:R:3 method="wB97M-V/def2-TZVPD" lumo_energy_ev="0.022 / 0.022" largest_force_ev_per_a=1.038 energy_ev=-148959.317 total_charge=0 s_squared=0.75 multiplicity=2
Ti -0.28766 0.01562 0.19341 -0.531 0.735 0.145
C -0.38383 1.39323 -4.23060 0.071 0.047 0.013
N -0.31908 -0.05344 -4.05929 -0.057 -0.017 0.243
C -0.83873 -0.87560 -5.13966 0.003 -0.065 -0.065
C -0.11624 -0.52815 -2.82504 -0.125 0.113 0.020
O 0.17741 0.23087 -1.88789 0.126 -0.062 -0.499
C -0.29133 -2.01737 -2.59634 0.024 -0.017 -0.038
O -0.11583 -2.33477 -1.24504 0.079 0.150 -0.079
C 1.06306 -2.99128 -0.87936 -0.017 -0.230 0.094
C 2.00893 -1.96391 -0.29376 -0.125 0.168 -0.024
O 1.50693 -0.92840 0.15516 0.982 -0.336 0.002
N 3.32625 -2.17934 -0.29966 -0.177 0.010 0.188
C 3.88814 -3.46518 -0.68147 0.025 -0.031 -0.074
C 4.23867 -1.14291 0.16090 0.020 0.051 -0.019
H -0.69819 1.60473 -5.24940 0.012 0.007 -0.003
H -1.09928 1.82654 -3.53226 -0.007 0.021 -0.004
H 0.58864 1.84749 -4.04941 0.001 0.019 0.017
H -0.42070 -0.52748 -6.08305 -0.007 -0.005 0.007
H -0.55590 -1.91615 -5.01210 -0.016 0.016 -0.025
H -1.92886 -0.81405 -5.18682 0.009 -0.018 0.006
H -1.31683 -2.30424 -2.86076 0.030 -0.032 -0.010
H 0.39304 -2.58371 -3.23780 -0.005 0.009 0.027
H 0.79896 -3.71203 -0.09490 0.031 0.012 -0.065
H 1.50544 -3.53433 -1.71813 -0.012 0.013 0.004
H 3.99228 -3.55811 -1.76530 0.016 -0.003 0.013
H 4.87626 -3.55185 -0.23502 -0.014 -0.007 0.008
H 3.28125 -4.28688 -0.30470 0.007 -0.003 -0.018
H 3.67214 -0.23186 0.33726 0.012 0.007 0.004
H 4.73289 -1.44909 1.08387 -0.002 0.000 0.005
H 4.99498 -0.96449 -0.60543 -0.005 0.011 0.009
C 2.56253 3.94932 -0.03614 -0.007 -0.007 -0.027
C 1.71313 2.87901 -0.72781 0.069 -0.026 -0.098
C 2.58961 2.19699 -1.78079 -0.035 -0.006 -0.011
C 0.47344 3.52350 -1.34715 0.015 0.021 -0.024
O 1.31577 1.87593 0.20552 -0.076 -0.100 0.106
Ge 0.59369 2.38353 1.88019 -0.008 0.086 0.025
O 0.86379 0.60807 2.37736 0.009 0.084 0.016
C 1.69457 0.31974 3.51084 0.042 0.009 0.005
C 2.89264 1.27569 3.55652 -0.017 0.000 0.022
C 0.84308 0.47165 4.76891 0.002 -0.009 -0.019
C 2.23194 -1.10507 3.42248 -0.028 0.062 0.009
O -1.06864 1.74510 1.07799 0.221 -0.103 0.048
C -2.34807 2.08074 1.66991 -0.156 0.031 -0.099
C -2.82466 0.94257 2.56023 -0.020 0.054 0.012
C -3.30915 2.34864 0.51470 0.031 -0.035 0.007
C -2.22827 3.35554 2.50298 -0.023 -0.009 -0.001
H 2.97780 4.63269 -0.77987 0.000 0.006 -0.009
H 3.38977 3.48066 0.50063 0.007 -0.003 0.005
H 1.97904 4.53634 0.67326 -0.004 0.003 0.005
H 2.79507 2.87651 -2.61147 0.020 0.013 0.007
H 2.10383 1.30122 -2.16013 0.005 0.050 -0.007
H 3.54513 1.91044 -1.33610 -0.004 -0.019 0.022
H 0.72982 4.11636 -2.22867 0.005 0.026 0.021
H -0.01218 4.18290 -0.62387 -0.021 -0.022 0.014
H -0.24130 2.75254 -1.62496 -0.026 -0.039 -0.064
H 2.59028 2.29973 3.78435 0.003 -0.002 -0.006
H 3.40599 1.27330 2.59159 0.009 -0.009 -0.006
H 3.60008 0.95808 4.32473 0.001 0.004 0.014
H 0.47496 1.49721 4.85568 -0.009 0.001 -0.003
H 1.41708 0.23612 5.66743 0.010 0.005 0.010
H -0.01239 -0.20238 4.71148 -0.007 -0.010 0.002
H 2.88379 -1.20783 2.55668 0.030 -0.007 -0.084
H 1.42051 -1.81704 3.33336 -0.068 -0.054 -0.008
H 2.81409 -1.33158 4.31891 0.004 0.017 -0.013
H -2.87664 0.01113 2.00872 -0.044 -0.061 -0.034
H -3.81723 1.17560 2.95252 0.005 0.010 0.027
H -2.14037 0.80985 3.40116 0.022 -0.017 -0.021
H -3.31167 1.50923 -0.17380 -0.011 0.071 0.061
H -3.00212 3.25025 -0.02054 0.023 0.005 -0.009
H -4.32337 2.49635 0.89114 -0.002 0.009 0.007
H -1.62250 3.20921 3.39894 0.000 -0.002 -0.006
H -3.22837 3.65472 2.82081 -0.011 0.005 0.008
H -1.79637 4.17099 1.92014 0.006 0.009 -0.006
O -0.88659 -3.31289 2.00417 0.098 0.111 0.222
N -0.47229 -2.19047 2.06368 0.014 -0.342 -0.056
O -1.13455 -1.35691 1.28614 -0.144 -0.156 0.096
C -6.60011 -1.23925 -0.05996 0.046 -0.016 0.005
C -5.31633 -1.45490 0.71191 -0.066 -0.018 -0.052
O -4.24338 -0.72974 0.09963 0.070 -0.043 0.119
P -3.17346 -1.32349 -0.93256 -0.757 -0.062 -0.433
O -2.05633 -0.28022 -0.85103 0.417 -0.421 0.176
Te -3.10450 -3.68857 -0.94937 0.072 0.166 0.043
O -3.82088 -1.02740 -2.40066 0.043 0.086 0.070
C -4.03543 0.32579 -2.80432 -0.016 0.123 0.018
C -4.83056 0.31338 -4.09053 0.013 -0.046 0.024
H -7.42971 -1.73608 0.44427 -0.013 -0.012 0.012
H -6.50689 -1.65798 -1.06270 -0.001 -0.002 -0.016
H -6.82998 -0.17587 -0.13980 -0.004 0.009 0.001
H -5.05620 -2.51401 0.75223 -0.001 0.018 0.036
H -5.38248 -1.06978 1.73063 -0.024 0.010 -0.022
H -3.06833 0.82452 -2.93527 -0.053 -0.033 0.006
H -4.57594 0.86458 -2.02046 0.000 0.000 -0.010
H -4.31429 -0.26920 -4.85477 0.005 0.006 -0.018
H -4.97268 1.32908 -4.46105 0.000 0.024 -0.001
H -5.80858 -0.13962 -3.93121 -0.005 -0.005 0.003

---

Values of ΔE to the lowest compared entry with this formula, charge and spin, in order: 0.0 58.2, all in kJ/mol.